Record 1
The following is a DFT calculation (ωB97M-V/def2-TZVPD) of a molecular structure, C18H25N5O2S in a non-equilibrium geometry.

Geometry as XYZ:
```
51
Properties=species:S:1:pos:R:3:forces:R:3:lowdin_charge:R:1
S -1.851690 0.981718 -3.331982 0.3075 3.1169 -2.9057 0.97
O 1.599919 2.678240 -2.893352 8.7786 1.6672 0.0935 0.16
O -1.251563 1.358174 2.845340 -3.8591 -2.0352 3.0668 0.10
N -2.798720 -0.637393 -0.808311 8.3418 12.0503 3.9389 0.19
N 0.285666 -0.497950 -2.603331 7.7009 -0.0447 -1.9911 -0.02
N -1.458973 2.576921 -0.844364 -0.7214 1.3292 -0.0104 0.14
N -1.423239 -0.779004 -1.410239 0.4688 -0.4568 1.8448 -0.04
N 0.817894 -1.270943 -1.584753 -6.3568 -1.2644 0.9599 0.11
C 1.850266 -2.050649 1.264921 0.9366 1.6880 -7.3972 -0.30
C -0.826643 -0.027340 -2.573608 -3.8692 -4.3297 5.9372 -0.79
C -1.517087 2.497254 0.471733 -9.5421 -0.6604 -1.9797 -0.33
C -0.434342 -1.639380 -0.848996 2.8500 6.0967 -3.1630 -0.11
C -0.418131 2.147281 0.958240 8.4979 -0.3921 1.4698 -0.13
C -2.917104 2.364080 0.900139 -2.5193 6.0451 4.4625 -0.01
C 0.569921 2.638959 -2.437281 -10.9158 -3.4848 -0.9680 -0.31
C 0.926572 2.038371 3.031577 4.9400 -0.5640 -5.3539 0.02
C 0.067847 -3.761014 0.049195 -3.9216 -0.1392 0.3752 -0.16
C -0.431304 -2.231836 0.521613 -5.5664 -7.0496 -10.8212 -0.35
C 2.176826 -3.407711 0.942340 3.9084 -5.6336 -1.5744 -0.20
C 0.696933 2.175129 -0.075902 -5.5850 -0.2490 2.1265 -0.08
C -0.216637 2.412230 -1.063266 11.0691 0.9654 -6.9042 -0.24
C -0.351584 2.271338 -3.742580 -11.3058 5.1706 13.0744 -0.15
C 1.470631 -3.958810 -0.375901 -1.0401 -3.5365 6.7849 -0.17
C 0.472594 -1.841623 1.343256 -0.5637 5.8412 14.1294 -0.28
C -0.342878 1.872724 2.316482 3.1716 -0.5353 1.0862 -0.51
C 2.136279 1.872231 0.045179 0.2367 0.0150 -1.7906 -0.03
H 3.473132 -3.478762 0.649168 -3.7594 -0.0208 1.6134 0.19
H 2.478009 -1.780615 1.966032 2.3770 2.0530 4.0471 0.07
H -3.370267 3.670034 0.928875 1.3323 -3.2310 -0.0129 0.17
H 1.680095 -3.338731 -1.074098 1.5625 3.7653 -5.1381 0.01
H -3.033005 -1.301607 -1.250258 -6.5515 -12.1056 -5.4485 -0.06
H 1.486661 2.963918 2.624378 -0.6472 -1.5033 0.6170 0.11
H 2.160794 -1.430098 0.260509 -0.2746 -1.0529 2.1804 0.16
H 1.601977 -5.046907 -0.665981 0.3656 1.3523 0.5819 0.14
H 0.062249 1.978198 -4.448361 7.2786 -4.9066 -11.4136 -0.08
H -1.094482 3.074573 -3.956721 1.0209 0.0536 -0.3036 0.07
H 0.025060 -2.593051 2.436253 1.5485 2.0905 -2.3907 0.23
H 2.225828 0.884097 0.526102 0.3422 0.8475 0.6612 0.06
H -0.358225 -4.398178 0.842950 1.1287 -0.0501 0.3892 0.12
H -2.628250 -0.365511 0.140537 -0.8870 -0.9862 0.4873 0.09
H -3.803785 2.073635 0.384315 0.3591 -1.2360 -1.3039 0.05
H 2.569065 1.631387 -0.989484 -0.4538 0.9590 1.4444 0.11
H 2.542235 2.815227 0.513897 0.5318 -1.6099 -0.2656 0.11
H 0.037006 -0.700002 1.758778 1.9637 -2.6429 -0.8315 0.19
H -0.621578 -4.075134 -0.706696 -0.5069 0.1094 -1.1396 0.10
H 1.713225 1.057460 2.830776 -2.3106 2.6386 0.0103 0.17
H -1.474812 -2.374386 0.781790 0.0815 0.2778 0.6961 0.14
H -2.155801 2.821897 -1.478252 -1.1341 0.2612 -0.9156 0.13
H -3.091568 2.178832 1.997649 0.4437 -0.1740 -1.4244 0.08
H 1.779912 -4.115104 1.820357 1.5335 1.2157 -1.5697 0.15
H 0.965065 2.067831 4.011336 -0.7861 0.2848 4.9388 0.01
```
Positions in Å, forces in eV/Å.

highest occupied orbital energy = -8.201 eV
E_LUMO = 0.38 eV

---

Record 2
The following is a DFT calculation (ωB97M-V/def2-TZVPD) of a single C18H25N5OS molecule in a non-equilibrium geometry.

Geometry as XYZ:
```
50
Properties=species:S:1:pos:R:3:forces:R:3:lowdin_charge:R:1
S 4.359432 0.076621 -0.656488 -0.4033 0.7788 0.3715 1.13
O 3.238722 -2.278777 -1.299030 0.1852 -0.2514 -0.1422 0.02
N 2.332603 1.403766 0.199528 -1.4050 -0.9369 -0.1040 0.01
N -0.195938 -2.372727 -0.364512 0.1327 -0.4510 -0.2247 -0.23
N -1.749192 -0.875823 0.840054 -0.2795 0.0219 0.2340 -0.19
N 1.760280 -0.736662 -0.545202 -0.4188 -0.0304 0.0561 0.12
N 3.373752 2.216563 0.347461 0.8245 1.2125 0.3425 -0.01
C -3.307415 0.977377 0.439269 -0.1328 0.0338 0.0998 -0.19
C 0.891883 -2.885563 -1.157248 -0.0441 -0.0990 0.0787 -0.08
C 6.759390 1.710833 0.990443 -0.0156 0.1572 -0.1063 -0.11
C -0.872065 -1.534164 1.786902 0.0382 0.0492 0.0720 -0.16
C -0.117307 -2.657031 1.054085 -0.0605 0.0429 0.0790 -0.15
C 2.656297 0.259722 -0.304932 1.1817 0.0820 -0.1849 -0.58
C 4.494376 1.722570 -0.033325 0.0975 -0.7190 -0.4298 -0.60
C -2.642493 1.624179 -0.607143 -0.0566 -0.0188 -0.0531 -0.22
C -2.554849 0.160422 1.455983 0.0517 -0.0342 -0.0005 -0.15
C -1.538444 -2.587742 -0.857194 -0.0642 0.0307 -0.1197 -0.15
C 2.104380 -1.968266 -1.015722 -0.4106 -0.0468 0.0615 -0.46
C -5.413489 1.865599 -0.343069 -0.1095 0.0449 -0.0340 -0.09
C -4.684999 1.106567 0.555171 0.0386 -0.0196 0.0317 -0.05
C -4.758994 2.506656 -1.378679 -0.1008 0.0153 -0.0083 -0.09
C -2.508327 -1.855445 0.091033 0.0141 -0.0237 -0.0461 -0.15
C 5.795167 2.429664 0.046933 0.2505 -0.0230 0.0918 -0.25
C -1.162899 1.495975 -0.792975 -0.0125 0.0847 -0.1022 -0.04
C -3.387016 2.381142 -1.502786 0.0133 -0.0048 -0.0062 -0.05
H -2.878645 2.885066 -2.312752 0.0761 0.0430 -0.0647 0.11
H -0.557551 -3.640534 1.287839 0.0863 0.0276 -0.0318 0.13
H 0.928159 -2.677867 1.364744 -0.0280 -0.0402 0.0256 0.13
H 6.946201 0.697534 0.641536 0.0834 -0.0931 0.0458 0.06
H 0.778594 -0.591898 -0.308487 0.1064 -0.0351 -0.0726 0.12
H -3.267708 -0.260203 2.188840 0.0545 0.0869 -0.0082 0.12
H -0.927214 0.491010 -1.136873 0.1290 -0.0369 -0.0298 0.07
H 5.604244 3.444287 0.399137 -0.0453 -0.0305 -0.0981 0.11
H -1.427171 -1.951524 2.647073 0.0382 0.0476 -0.0448 0.12
H -6.484166 1.954252 -0.233474 -0.0875 0.0099 0.0061 0.10
H -5.196088 0.605557 1.366021 -0.0230 -0.0635 0.0792 0.11
H -3.278957 -1.340127 -0.483418 -0.0133 -0.0973 0.0328 0.12
H -1.867359 0.816085 2.002461 -0.0269 -0.0516 0.0667 0.13
H -1.800808 -3.658306 -0.914945 0.0296 0.0777 -0.0148 0.12
H -0.171021 -0.786321 2.168056 -0.0107 -0.0281 0.0626 0.12
H -1.600228 -2.165999 -1.863415 -0.0223 -0.0502 0.0040 0.12
H 7.705579 2.243751 1.035477 0.1191 -0.0106 0.0383 0.07
H -5.314219 3.103215 -2.087540 -0.0407 0.0493 -0.0592 0.10
H 6.339921 1.661489 1.992470 -0.0074 -0.0439 0.0900 0.08
H 1.195330 -3.913160 -0.904387 0.0444 0.1200 -0.0618 0.14
H -0.627097 1.662908 0.138120 0.1650 -0.0190 0.0542 0.07
H 0.606861 -2.879819 -2.213605 0.0256 -0.0110 0.0415 0.14
H -3.009593 -2.577152 0.760454 -0.0266 0.0595 -0.0138 0.13
H -0.805888 2.210529 -1.530180 0.0596 0.0814 -0.0199 0.08
H 6.235948 2.481759 -0.951712 0.0002 0.1126 0.0161 0.11
```
Positions in Å, forces in eV/Å.

highest occupied orbital energy = -8.556 eV
SMILES = CCc1nnc(NC(=O)CN2CCN(Cc3ccccc3C)CC2)s1
E_LUMO = 0.73 eV

---

Question: Which value of E_LUMO does entry 2 give?
Answer: 0.73 eV

---

Question: highest occupied orbital energy of number 2 (C18H25N5OS)?
Answer: -8.556 eV